Here is a single C5H6Cl3IN2OS molecule at a distorted geometry from the OMol25 dataset. Energies are from the ωB97M-V functional and the def2-TZVPD basis.

- Total energy: -66806.672 eV
- Strongest force on any atom: 1.378 eV/A

Geometry (Å):
C  -4.945  -0.749  -1.044
C  -1.871  0.097  0.366
C  1.290  0.415  0.503
C  0.343  -0.749  0.740
C  -4.674  1.475  0.095
N  -3.312  0.707  -1.701
N  -4.370  0.403  -0.839
O  -0.955  -0.284  1.160
S  -1.728  0.037  -1.303
Cl  -4.584  0.890  1.765
Cl  -3.545  2.827  -0.088
Cl  -6.308  2.111  -0.236
I  -6.630  -1.265  0.040
H  2.198  0.055  0.027
H  0.820  1.152  -0.146
H  1.547  0.898  1.442
H  0.706  -1.394  1.542
H  0.212  -1.338  -0.176
H  -3.525  0.367  -2.635